Model P:
Density functional theory data (the ωB97M-V functional and the def2-TZVPD basis) for the molecule CH3N3S.

ORCA input file:
```
! wB97M-V def2-TZVPD RIJCOSX def2/J DEFGRID3
* xyz 0 1
C -0.17 -0.07 -0.80
N 0.58 -0.53 0.37
N 0.29 0.04 1.51
N -0.61 0.84 1.57
S -1.34 1.15 -0.12
H 0.47 0.39 -1.56
H -0.74 -0.91 -1.23
H 1.51 -0.91 0.26
*
```

## Properties
SMILES: C1NN=NS1
highest occupied orbital energy: -8.70 eV



Model Q:
Density functional theory data (the ωB97M-V functional and the def2-TZVPD basis) for a cluster of 2 separate species, CH3N3S in total.

ORCA input file:
```
! wB97M-V def2-TZVPD RIJCOSX def2/J DEFGRID3
* xyz 0 1
C -0.29 2.90 0.26
N -0.20 1.08 -1.16
N -0.16 0.29 -0.28
N -0.15 -1.03 -0.46
S -0.78 4.40 -0.10
H -0.17 2.31 1.25
H 0.11 -1.39 -1.40
H 0.42 -1.40 0.31
*
```

## Properties
highest occupied orbital energy (spin up / spin down): -8.29 / -7.64 eV



The most stable arrangement is model P, and the next structure is 0.1142 hartree less stable.



Model P:
Density functional theory data (the ωB97M-V functional and the def2-TZVPD basis) for a cluster of 15 separate species, CH29O17 in total.

ORCA input file:
```
! wB97M-V def2-TZVPD RIJCOSX def2/J DEFGRID3
* xyz -1 1
C -2.06 -12.91 -1.45
O -0.88 -13.10 -1.68
O -2.53 -11.97 -0.67
O -2.94 -13.62 -2.01
H -1.95 -11.30 -0.34
O -4.83 -10.98 -2.51
H -5.15 -11.03 -1.61
H -3.88 -10.89 -2.38
O 0.72 -10.84 -2.00
H 0.06 -11.47 -1.73
H 0.85 -10.89 -2.98
O -4.86 -10.16 0.14
H -5.76 -10.46 0.24
H -4.19 -10.84 0.25
O -0.72 -14.46 -3.86
H -1.09 -13.83 -3.21
H -1.36 -14.43 -4.58
O -2.87 -12.51 -4.57
H -2.80 -13.07 -3.81
H -3.72 -12.10 -4.64
O -0.20 -10.33 0.69
H -0.14 -9.36 0.60
H 0.09 -10.54 1.55
O -2.52 -9.57 -1.76
H -1.78 -8.95 -1.66
H -3.32 -9.30 -1.33
O 0.82 -14.99 -0.82
H 0.11 -14.59 -1.32
H 1.35 -15.56 -1.41
O 1.57 -12.59 0.50
H 1.26 -11.82 -0.01
H 1.22 -13.32 -0.06
O 1.35 -12.66 -4.14
H 1.85 -12.75 -3.34
H 0.69 -13.37 -4.13
O -3.02 -15.51 -0.39
H -3.01 -14.64 -0.83
H -2.49 -15.91 -1.06
O -4.18 -15.42 -3.39
H -3.71 -14.74 -2.90
H -5.09 -15.08 -3.29
O -5.06 -13.38 -0.23
H -5.74 -12.71 -0.44
H -4.27 -12.98 -0.57
O -2.82 -10.77 1.88
H -2.14 -11.19 1.30
H -3.28 -11.47 2.32
*
```

## Properties
highest occupied orbital energy: -7.14 eV



Model Q:
Density functional theory data (the ωB97M-V functional and the def2-TZVPD basis) for a cluster of 15 separate species, CH29O17 in total.

ORCA input file:
```
! wB97M-V def2-TZVPD RIJCOSX def2/J DEFGRID3
* xyz -1 1
C 8.82 9.84 8.88
O 9.94 9.35 8.60
O 7.71 9.18 8.46
O 8.65 10.87 9.53
H 8.00 8.35 8.12
O 7.76 6.36 10.83
H 7.50 5.51 11.18
H 7.02 6.91 10.53
O 4.68 9.37 7.84
H 5.25 10.01 8.28
H 3.80 9.73 7.96
O 10.19 7.80 5.84
H 10.62 7.01 6.18
H 9.26 7.69 6.10
O 7.92 9.49 12.02
H 8.24 9.77 11.17
H 8.51 8.79 12.25
O 11.26 10.06 10.93
H 10.60 9.85 10.23
H 12.06 9.83 10.53
O 10.72 12.66 11.36
H 10.91 11.74 11.11
H 9.79 12.78 11.17
O 5.84 10.81 9.83
H 5.77 9.90 10.16
H 6.77 11.02 9.82
O 9.17 13.25 8.17
H 9.10 13.97 8.81
H 8.95 12.39 8.57
O 11.50 7.51 9.14
H 10.79 8.15 8.99
H 11.33 7.00 9.94
O 7.17 11.57 6.63
H 7.50 10.77 6.95
H 7.64 11.53 5.80
O 5.89 6.67 8.01
H 5.62 7.58 8.25
H 6.55 6.80 7.30
O 7.38 7.58 5.80
H 6.88 7.01 5.19
H 7.48 8.33 5.25
O 9.02 6.43 8.43
H 8.55 6.24 9.20
H 9.96 6.70 8.66
O 11.71 10.52 6.74
H 11.08 9.93 7.07
H 11.95 11.13 7.44
*
```

## Properties
highest occupied orbital energy: -7.38 eV



The most stable arrangement is model Q, and the next structure is 0.0324 hartree less stable.



Model P:
Density functional theory data (the ωB97M-V functional and the def2-TZVPD basis) for a structure of composition C47H41N7O2SSrTe.

ORCA input file:
```
! wB97M-V def2-TZVPD RIJCOSX def2/J DEFGRID3
* xyz 0 1
Sr -0.46 -0.17 -0.23
C 3.67 2.13 -1.70
C 2.54 1.16 -1.49
N 1.92 1.09 -0.36
N 2.32 1.96 0.58
C 1.84 1.72 1.80
N 2.18 2.67 2.70
S 0.87 0.42 2.38
C 2.11 0.23 -2.57
C 2.79 0.21 -3.80
C 2.41 -0.67 -4.79
C 1.36 -1.54 -4.56
C 0.73 -1.46 -3.33
N 1.09 -0.61 -2.37
H 4.30 2.12 -0.81
H 3.28 3.14 -1.78
H 4.29 1.92 -2.56
H 2.66 3.49 2.37
H 1.75 2.65 3.61
H 3.61 0.89 -3.99
H 2.94 -0.68 -5.74
H 1.02 -2.25 -5.30
H -0.11 -2.11 -3.11
C -3.33 -1.90 3.10
C -3.82 -3.14 2.75
C -3.25 -3.82 1.68
C -2.22 -3.21 0.97
N -1.72 -2.02 1.34
C -2.27 -1.38 2.37
C -1.57 -3.87 -0.19
C -2.22 -4.88 -0.91
C -1.55 -5.50 -1.94
C -0.26 -5.11 -2.24
C 0.29 -4.07 -1.50
N -0.35 -3.45 -0.52
H -3.74 -1.32 3.92
H -4.63 -3.59 3.31
H -3.61 -4.80 1.40
H -1.86 -0.41 2.61
H -3.24 -5.15 -0.66
H -2.04 -6.29 -2.51
H 0.32 -5.59 -3.02
H 1.29 -3.72 -1.72
C -3.10 7.05 0.52
C -2.80 5.58 0.43
C -2.81 4.77 1.56
C -2.56 3.40 1.49
C -2.68 2.54 2.69
O -3.39 1.55 2.71
C -1.97 2.96 3.94
C -2.41 2.48 5.17
C -1.74 2.81 6.34
C -0.60 3.61 6.28
C -0.15 4.08 5.06
C -0.83 3.76 3.89
C -2.20 2.80 0.24
O -1.91 1.57 0.13
C -2.19 3.64 -0.92
C -2.51 4.99 -0.79
C -1.94 3.04 -2.24
N -1.35 1.91 -2.42
C -1.26 1.36 -3.76
C -2.31 0.27 -4.03
Te -3.02 -0.97 -2.41
C -4.59 0.32 -1.82
C -4.68 0.79 -0.51
C -5.71 1.66 -0.17
C -6.64 2.06 -1.12
C -6.55 1.58 -2.42
C -5.53 0.70 -2.77
C -2.49 3.84 -3.40
C -1.67 4.63 -4.19
C -2.21 5.36 -5.25
C -3.57 5.29 -5.52
C -4.39 4.50 -4.72
C -3.86 3.79 -3.66
H -3.32 7.34 1.55
H -3.97 7.32 -0.09
H -2.27 7.66 0.18
H -3.04 5.21 2.52
H -3.29 1.85 5.19
H -2.09 2.44 7.29
H -0.08 3.86 7.19
H 0.74 4.71 5.02
H -0.47 4.11 2.93
H -2.51 5.62 -1.68
H -0.26 0.94 -3.89
H -1.40 2.11 -4.55
H -1.95 -0.44 -4.77
H -3.23 0.72 -4.40
H -3.94 0.55 0.24
H -5.76 2.04 0.84
H -7.43 2.75 -0.85
H -7.28 1.88 -3.17
H -5.47 0.32 -3.78
H -0.61 4.68 -3.99
H -1.56 5.98 -5.86
H -3.99 5.86 -6.34
H -5.45 4.45 -4.92
H -4.50 3.18 -3.02
*
```

## Properties
highest occupied orbital energy: -6.87 eV



Model Q:
Density functional theory data (the ωB97M-V functional and the def2-TZVPD basis) for a structure of composition C47H41N7O2SSrTe.

ORCA input file:
```
! wB97M-V def2-TZVPD RIJCOSX def2/J DEFGRID3
* xyz 0 1
Sr 0.12 -0.64 -0.92
C 0.24 4.04 0.56
C -0.11 2.67 0.06
N 0.55 1.61 0.40
N 1.52 1.81 1.32
C 2.28 0.77 1.63
N 3.18 1.04 2.60
S 2.34 -0.83 0.98
C -1.29 2.52 -0.82
C -2.23 3.55 -0.91
C -3.36 3.38 -1.69
C -3.54 2.19 -2.37
C -2.57 1.21 -2.23
N -1.47 1.37 -1.50
H 1.26 4.05 0.90
H -0.40 4.32 1.41
H 0.10 4.79 -0.22
H 3.09 1.90 3.11
H 3.70 0.28 3.00
H -2.09 4.46 -0.35
H -4.09 4.17 -1.75
H -4.41 2.01 -2.98
H -2.68 0.25 -2.72
C 1.72 -4.93 -2.30
C 2.98 -4.73 -2.84
C 3.41 -3.44 -3.09
C 2.56 -2.37 -2.80
N 1.36 -2.58 -2.25
C 0.95 -3.82 -2.01
C 2.94 -0.95 -3.09
C 4.09 -0.64 -3.80
C 4.39 0.69 -4.05
C 3.54 1.67 -3.59
C 2.41 1.27 -2.89
N 2.11 0.00 -2.66
H 1.35 -5.93 -2.10
H 3.63 -5.57 -3.06
H 4.39 -3.27 -3.50
H -0.05 -3.91 -1.60
H 4.75 -1.41 -4.17
H 5.29 0.95 -4.61
H 3.73 2.72 -3.75
H 1.71 2.01 -2.50
C -6.72 -3.60 1.66
C -5.45 -3.08 1.04
C -5.05 -3.47 -0.23
C -3.84 -3.05 -0.80
C -3.44 -3.56 -2.13
O -2.29 -3.81 -2.43
C -4.52 -3.85 -3.14
C -5.67 -3.07 -3.25
C -6.60 -3.33 -4.24
C -6.41 -4.39 -5.11
C -5.27 -5.18 -5.01
C -4.32 -4.90 -4.03
C -2.97 -2.20 -0.07
O -1.83 -1.81 -0.51
C -3.42 -1.75 1.21
C -4.62 -2.20 1.73
C -2.57 -0.75 1.92
N -1.48 -1.00 2.52
C -1.00 -2.38 2.57
C -1.52 -3.06 3.83
Te -0.85 -5.09 3.96
C -1.82 -5.68 2.17
C -1.14 -5.64 0.96
C -1.78 -6.00 -0.22
C -3.10 -6.42 -0.19
C -3.78 -6.46 1.02
C -3.14 -6.10 2.20
C -3.05 0.67 1.95
C -2.33 1.64 2.66
C -2.78 2.94 2.73
C -3.96 3.31 2.09
C -4.67 2.37 1.36
C -4.22 1.06 1.29
H -7.29 -4.19 0.95
H -7.36 -2.78 2.01
H -6.51 -4.23 2.53
H -5.68 -4.15 -0.79
H -5.82 -2.25 -2.56
H -7.49 -2.71 -4.32
H -7.14 -4.60 -5.88
H -5.11 -6.00 -5.70
H -3.41 -5.48 -3.95
H -4.92 -1.84 2.71
H 0.09 -2.35 2.60
H -1.30 -2.96 1.70
H -2.61 -3.08 3.84
H -1.17 -2.56 4.73
H -0.11 -5.30 0.94
H -1.25 -5.94 -1.16
H -3.60 -6.69 -1.11
H -4.82 -6.78 1.05
H -3.68 -6.13 3.14
H -1.41 1.33 3.15
H -2.22 3.67 3.30
H -4.32 4.33 2.16
H -5.58 2.65 0.85
H -4.78 0.33 0.72
*
```

## Properties
highest occupied orbital energy: -7.14 eV



The most stable arrangement is model Q, and the next structure is 0.0145 hartree less stable.



Model P:
Density functional theory data (the ωB97M-V functional and the def2-TZVPD basis) for the ion C7H13N2O2 with charge +1.

ORCA input file:
```
! wB97M-V def2-TZVPD RIJCOSX def2/J DEFGRID3
* xyz 1 1
C -3.12 0.36 -1.28
N -1.72 -0.09 -1.01
C -1.34 -0.69 0.15
N -0.05 -0.82 0.52
C 0.13 -1.73 1.64
C 0.87 0.30 0.48
C 0.19 1.42 1.07
O -0.98 1.43 1.22
C 1.96 0.16 -0.38
C 3.05 1.18 -0.52
O 2.09 -0.94 -1.17
H -3.79 -0.50 -1.24
H -3.55 0.99 -0.45
H -3.00 0.81 -2.21
H -1.05 0.53 -1.50
H -2.02 -1.40 0.67
H -0.50 -1.60 2.41
H -0.32 -2.69 1.39
H 1.14 -1.84 2.00
H 0.77 2.33 1.33
H 3.99 0.63 -0.71
H 3.09 1.74 0.36
H 2.90 1.79 -1.44
H 1.26 -1.38 -1.34
*
```

## Properties
SMILES: CN/C=[N+](C)\C(C=O)=C(\C)O
highest occupied orbital energy: -13.54 eV



Model Q:
Density functional theory data (the ωB97M-V functional and the def2-TZVPD basis) for the ion C7H13N2O2 with charge +1.

ORCA input file:
```
! wB97M-V def2-TZVPD RIJCOSX def2/J DEFGRID3
* xyz 1 1
C 0.28 1.83 -0.80
N 0.08 0.80 0.18
C 1.06 -0.32 0.09
C 0.59 -1.56 -0.04
O -0.74 -1.78 0.13
C -1.59 -0.80 -0.07
N -2.56 -0.44 0.73
C -3.66 0.37 0.37
C 2.61 -0.06 0.35
C 3.55 -0.89 -0.35
O 2.80 0.78 1.18
H 0.92 1.58 -1.64
H -0.81 2.28 -0.93
H 0.73 2.73 -0.38
H 0.07 1.15 1.15
H 1.17 -2.53 0.00
H -1.49 -0.24 -0.97
H -2.67 -1.02 1.60
H -3.95 0.76 1.42
H -3.40 1.20 -0.30
H -4.43 -0.22 -0.11
H 3.96 -1.75 0.19
H 4.52 -0.43 -0.65
H 2.95 -1.44 -1.15
*
```

## Properties
SMILES: CN/C(=C\O/C=[NH+]/C)C(C)=O
highest occupied orbital energy: -13.03 eV



Model R:
Density functional theory data (the ωB97M-V functional and the def2-TZVPD basis) for a structure of composition C7H13N2O2.

ORCA input file:
```
! wB97M-V def2-TZVPD RIJCOSX def2/J DEFGRID3
* xyz 1 1
C 2.47 -1.90 0.28
C 1.51 -0.85 0.39
C 0.16 -0.77 0.49
C 2.85 1.17 -0.08
C -0.69 -2.05 0.58
C 3.79 2.17 -0.26
C -3.75 0.34 -0.80
N 2.06 0.40 0.23
N -2.93 1.10 0.12
O -0.44 0.35 0.60
O 3.61 -1.71 -0.01
H 2.00 -2.93 0.19
H -1.70 -1.85 0.26
H -0.74 -2.68 1.45
H -0.36 -2.61 -0.34
H 4.24 2.61 0.65
H 3.03 2.87 -0.60
H 4.40 1.83 -1.03
H -3.79 -0.74 -0.49
H -4.76 0.78 -0.67
H -3.35 0.49 -1.84
H -1.70 0.63 0.50
H -3.50 1.56 0.77
H -2.40 1.80 -0.41
*
```

## Properties
highest occupied orbital energy: -12.53 eV



The most stable arrangement is model P, and the next structure is 0.0306 hartree less stable.